The following is a DFT calculation (the ωB97M-V functional and the def2-TZVPD basis) of an isolated molecule of C4H5N3O8.

Calculated values
E_tot = -921.191796 hartree
HOMO (alpha / beta) = -10.96 / -10.96 eV
Multiplicity = 1
LUMO level (alpha / beta) = -2.001 / -1.998 eV
Kohn-Sham gap (alpha / beta) = 9.0 / 9.0 eV
Charge = 0
Energy above the lowest of the compared OMol25 structures with the same formula, charge and spin = 12.9 kcal per mole
Strongest force on any atom = 2.9 eV Å⁻¹

Last column: Löwdin charge in e.
Atoms and positions in Å:
1 C -0.79819 -1.29546 -0.71054  -0.56
2 C 2.48430 -0.39994 0.28060  -0.05
3 C 1.61077 -1.03483 -0.75916  -0.12
4 C -1.42697 0.78259 0.42410  0.02
5 N -1.97551 1.17767 -1.02088  -0.34
6 N -1.68923 -0.33837 1.08730  -0.18
7 N -0.60211 1.79280 1.15263  -0.29
8 O -0.99129 -1.45429 -1.85281  0.22
9 O -1.36538 1.97456 -1.63223  0.15
10 O -2.95234 0.60419 -1.34478  0.15
11 O -1.62041 -0.58708 2.26755  0.18
12 O -1.90643 -1.39218 0.19156  0.15
13 O -0.25889 2.82361 0.55235  0.08
14 O -0.18363 1.44511 2.24751  0.09
15 O 0.32297 -1.08421 -0.03123  -0.01
16 H 1.88042 0.00598 1.11083  0.08
17 H 3.27367 -0.97765 0.73840  0.08
18 H 2.95972 0.54950 0.11670  0.07
19 H 1.66583 -2.04368 -0.96423  0.10
20 H 1.57273 -0.54832 -1.85369  0.18

=====

The following is a DFT calculation (the ωB97M-V functional and the def2-TZVPD basis) of an isolated molecule of C4H5N3OS.

Calculated values
E_tot = -792.898580 hartree
HOMO (alpha / beta) = -7.82 / -7.97 eV
Multiplicity = 1
LUMO level (alpha / beta) = -1.738 / -2.410 eV
Kohn-Sham gap (alpha / beta) = 6.1 / 5.6 eV
Charge = 0
Energy above the lowest of the compared OMol25 structures with the same formula, charge and spin = 164.8 kcal per mole
Strongest force on any atom = 5.4 eV Å⁻¹

Last column: Löwdin charge in e.
Atoms and positions in Å:
1 C 1.20209 -0.56267 0.57970  -0.24
2 C -0.10927 0.05538 0.61301  -0.29
3 C -0.79954 0.52164 -0.50644  -0.42
4 C -0.80966 0.03564 1.87691  -0.11
5 N 2.08226 -0.68386 -0.30079  0.19
6 N -0.16505 0.13576 -1.83649  0.06
7 N 1.05070 -0.08865 -2.20778  -0.64
8 O -1.83489 1.17724 -0.59820  0.04
9 S 1.80162 -0.38646 -3.46226  0.80
10 H 1.39213 -0.85956 1.67882  0.15
11 H -1.67651 -0.74858 2.00100  0.12
12 H -1.31216 1.00203 2.08169  0.09
13 H -0.10115 -0.20621 2.68179  0.06
14 H -0.72057 0.60830 -2.60097  0.17

=====

Q: Which value of E_tot does entry 2 give?
A: -792.898580 hartree

=====

Q: Look up the charge of the second one.
A: 0

=====

Q: Which of these has the lowest energy above the lowest of the compared OMol25 structures with the same formula, charge and spin?
A: C4H5N3O8

=====

Q: Which of these has the lowest energy above the lowest of the compared OMol25 structures with the same formula, charge and spin?
A: C4H5N3O8